# C5H10O2

A 2-piece molecular cluster, C5H10O2 overall (wB97M-V/def2-TZVPD, OMol25).

Geometry (Å):
C1 2.05093 0.69225 -0.45917
C2 0.79902 0.38897 -1.22668
C3 -0.07925 -0.55160 -0.87647
O1 0.12048 -1.35674 0.20273
C4 -1.04454 -1.98725 0.70048
H1 2.91015 0.80631 -1.12871
H2 1.95442 1.63385 0.10136
H3 2.27187 -0.10462 0.25619
H4 0.56742 0.97995 -2.10868
H5 -1.00673 -0.71904 -1.42483
H6 -1.72239 -1.26223 1.17105
H7 -1.58480 -2.51144 -0.09846
H8 -0.71118 -2.71190 1.44549
C5 -1.12019 1.62406 0.78897
O2 -2.27004 1.60873 0.42410
H9 -0.41483 2.42848 0.50379
H10 -0.69658 0.83470 1.43843

HOMO level ... -8.7 eV
Charge ... 0
SMILES string ... C/C=C\OC.C=O
E ... -346.9185 Eh
Orbital gap ... 0.35546 Eh
Relative energy (zero: lowest compared OMol25 entry of this formula, charge and spin) ... 67.1 kcal/mol

***

# C5H10O2

One molecule with the formula C5H10O2 in a non-equilibrium geometry (wB97M-V/def2-TZVPD, OMol25).

Geometry (Å):
C1 2.59135 -0.59586 -0.29129
C2 1.21414 -0.73822 0.34705
O1 0.26038 -0.09153 -0.48535
C3 -1.05878 0.05275 0.00817
C4 -1.42403 1.37803 0.75459
C5 -1.99311 -0.19831 -1.18179
O2 -3.13412 0.19229 -1.19577
H1 2.82760 0.46180 -0.44615
H2 3.36777 -1.03106 0.35108
H3 2.62743 -1.09952 -1.26342
H4 0.95982 -1.80437 0.47046
H5 1.20998 -0.27318 1.34225
H6 -1.30352 -0.59273 0.84388
H7 -2.38369 1.73103 0.36137
H8 -1.57618 1.25640 1.84451
H9 -0.61536 2.08926 0.60277
H10 -1.56968 -0.73677 -2.06237

HOMO level ... -9.8 eV
Charge ... 0
SMILES string ... CCO[C@@H](C)C=O
E ... -346.9500 Eh
Orbital gap ... 0.39555 Eh
Relative energy (zero: lowest compared OMol25 entry of this formula, charge and spin) ... 47.3 kcal/mol

***

# C5H10O2

A 2-piece molecular cluster, C5H10O2 overall (wB97M-V/def2-TZVPD, OMol25).

Geometry (Å):
C1 0.26461 1.22000 1.88042
C2 1.08786 0.47826 0.86109
C3 0.70327 -0.63632 0.24992
O1 -0.49655 -1.23080 0.50346
C4 -0.92036 -2.16669 -0.46625
H1 0.91191 1.74093 2.59275
H2 -0.37916 1.97847 1.41258
H3 -0.38184 0.53104 2.43203
H4 2.06871 0.86695 0.59561
H5 1.32754 -1.14327 -0.49019
H6 -1.26505 -1.66316 -1.38064
H7 -0.11537 -2.86597 -0.72942
H8 -1.75163 -2.72423 -0.03134
C5 -0.27430 1.40902 -1.85925
O2 0.58472 1.70324 -2.65333
H9 -0.52537 2.04481 -0.98962
H10 -0.83899 0.45771 -1.92782

HOMO level ... -8.8 eV
Charge ... 0
SMILES string ... C/C=C\OC.C=O
E ... -346.9167 Eh
Orbital gap ... 0.35473 Eh
Relative energy (zero: lowest compared OMol25 entry of this formula, charge and spin) ... 68.2 kcal/mol

***

# C5H10O2

One molecule with the formula C5H10O2 (wB97M-V/def2-TZVPD, OMol25).

Geometry (Å):
C1 0.39673 -1.43156 0.91164
O1 -1.50006 0.69838 0.91543
C2 -0.51314 1.31472 0.33390
C3 0.87479 1.01961 1.00463
O2 0.97127 -0.27493 0.22874
C4 0.09169 0.44999 -0.86135
C5 -0.82144 -0.45163 -1.62072
H1 1.17881 -2.19189 0.92598
H2 0.08859 -1.13155 1.90996
H3 -0.48244 -1.77030 0.37199
H4 -0.62282 2.39182 0.04850
H5 0.88417 0.80527 2.07270
H6 1.74914 1.59376 0.68137
H7 0.87626 0.91691 -1.46477
H8 -1.12540 0.07497 -2.53304
H9 -0.33916 -1.38801 -1.92615
H10 -1.70701 -0.62557 -0.99880

HOMO level ... -7.6 eV
Charge ... 0
E ... -346.8361 Eh
Orbital gap ... 0.30393 Eh
Relative energy (zero: lowest compared OMol25 entry of this formula, charge and spin) ... 118.8 kcal/mol

***

# C5H10O2

C5H10O2 as an isolated structure (wB97M-V/def2-TZVPD, OMol25).

Geometry (Å):
C1 -2.08662 -0.44199 0.63823
C2 -1.47044 0.37681 -0.46568
O1 -1.30735 1.68510 -0.27587
C3 0.35506 -0.36703 -0.49721
C4 1.66668 0.43911 -0.65939
C5 1.98518 -0.13017 0.72971
O2 0.72908 -0.83228 0.78780
H1 -3.12394 -0.09863 0.72864
H2 -2.07853 -1.51489 0.42262
H3 -1.56770 -0.24842 1.57880
H4 -1.75298 0.04129 -1.48199
H5 -0.28217 0.83607 -0.39815
H6 0.16913 -1.15851 -1.22879
H7 2.30674 0.10803 -1.47880
H8 1.55128 1.52810 -0.70419
H9 2.07629 0.60307 1.53767
H10 2.83029 -0.82564 0.76660

HOMO level ... -8.6 eV
Charge ... 0
E ... -346.8049 Eh
Orbital gap ... 0.34834 Eh
Relative energy (zero: lowest compared OMol25 entry of this formula, charge and spin) ... 138.4 kcal/mol

***

# C5H10O2

One molecule with the formula C5H10O2 (wB97M-V/def2-TZVPD, OMol25).

Geometry (Å):
C1 -1.20479 1.01521 -1.89819
O1 -0.19455 1.50211 -1.03994
C2 -0.18397 0.89461 0.23337
C3 0.69040 -0.40989 0.27105
C4 1.76587 -0.55298 1.36563
C5 -0.30671 -1.54003 0.35251
O2 -0.57987 -2.12757 1.37098
H1 -1.19720 -0.08207 -1.98513
H2 -0.98807 1.41464 -2.89145
H3 -2.21002 1.34076 -1.58413
H4 -1.22298 0.67592 0.52733
H5 0.18940 1.61900 0.96329
H6 1.17678 -0.43282 -0.71043
H7 1.88571 -1.60797 1.63379
H8 2.74124 -0.20846 1.01021
H9 1.52294 -0.02370 2.29065
H10 -0.85824 -1.74308 -0.59255

HOMO level ... -9.8 eV
Charge ... 0
SMILES string ... COC[C@@H](C)C=O
E ... -346.9477 Eh
Orbital gap ... 0.39432 Eh
Relative energy (zero: lowest compared OMol25 entry of this formula, charge and spin) ... 48.8 kcal/mol

***

# C5H10O2

One molecule with the formula C5H10O2 (wB97M-V/def2-TZVPD, OMol25).

Geometry (Å):
C1 2.13017 0.28788 0.60588
O1 1.18225 -0.75871 0.53371
C2 0.52126 -0.84338 -0.72268
C3 -0.70931 0.04747 -0.87031
C4 -2.03217 -0.38871 -0.26572
C5 -1.32816 0.81184 0.27828
O2 -0.78648 0.82602 1.55892
H1 2.91818 0.14950 -0.14737
H2 2.57836 0.23398 1.60066
H3 1.66378 1.27258 0.47455
H4 1.24256 -0.61453 -1.52205
H5 0.23742 -1.89641 -0.82451
H6 -0.77627 0.53536 -1.84209
H7 -2.94428 -0.26713 -0.84355
H8 -2.00730 -1.28083 0.35905
H9 -1.74823 1.78395 0.03524
H10 -0.14179 0.10113 1.59200

HOMO level ... -9.3 eV
Charge ... 0
SMILES string ... COC[C@H]1C[C@H]1O
E ... -346.9272 Eh
Orbital gap ... 0.37936 Eh
Relative energy (zero: lowest compared OMol25 entry of this formula, charge and spin) ... 61.6 kcal/mol

***

# C5H10O2

One molecule with the formula C5H10O2 in a non-equilibrium geometry (wB97M-V/def2-TZVPD, OMol25).

Geometry (Å):
C1 -2.29776 -0.62276 -0.49707
C2 -1.16033 0.37099 -0.66981
C3 0.02411 0.03304 0.20206
O1 0.58774 -1.24470 -0.19100
C4 1.17843 0.98171 0.00910
C5 2.33751 0.05440 0.12842
O2 2.74123 -0.79071 0.93025
H1 -3.12963 -0.37318 -1.16215
H2 -1.96050 -1.63795 -0.72956
H3 -2.67794 -0.62523 0.53266
H4 -0.82349 0.39753 -1.71583
H5 -1.49050 1.39057 -0.42064
H6 -0.28190 -0.01914 1.25606
H7 1.35174 -1.48402 0.51741
H8 1.33162 1.76082 0.75683
H9 1.22463 1.47499 -0.98009
H10 3.06139 0.30070 -0.62639

HOMO level ... -10.0 eV
Charge ... 0
SMILES string ... CC[C@@H](O)CC=O
E ... -346.9314 Eh
Orbital gap ... 0.40043 Eh
Relative energy (zero: lowest compared OMol25 entry of this formula, charge and spin) ... 59.0 kcal/mol

***

# C5H10O2

A 2-piece molecular cluster, C5H10O2 overall in a non-equilibrium geometry (wB97M-V/def2-TZVPD, OMol25).

Geometry (Å):
C1 0.36760 -0.95958 -1.99047
C2 1.09790 -0.51996 -0.71260
C3 0.47063 0.14138 0.25205
C4 1.00423 0.66340 1.51146
C5 0.56013 1.71168 2.19089
O1 1.10724 2.09398 3.39170
H1 -0.00211 -0.09254 -2.52367
H2 -0.47710 -1.57300 -1.65354
H3 1.02237 -1.63755 -2.53003
H4 2.16442 -0.72393 -0.68922
H5 -0.58440 0.38975 0.10842
H6 1.78100 0.08090 2.01133
H7 -0.46232 2.05102 2.00307
H8 0.45528 2.00085 4.11614
O2 -3.31355 -2.45747 -3.66157
H9 -4.02590 -2.76464 -3.10406
H10 -3.09770 -1.61336 -3.24595

HOMO level ... -8.5 eV
Charge ... 0
SMILES string ... C/C=C/C=C/O.O
E ... -346.9233 Eh
Orbital gap ... 0.33859 Eh
Relative energy (zero: lowest compared OMol25 entry of this formula, charge and spin) ... 64.1 kcal/mol

***

# C5H10O2

A 2-piece molecular cluster, C5H10O2 overall in a non-equilibrium geometry (wB97M-V/def2-TZVPD, OMol25).

Geometry (Å):
C1 -1.63732 0.16661 1.69626
C2 -0.40594 -0.33280 1.88510
C3 0.87590 0.40913 1.93495
C4 1.63682 0.77813 0.90887
C5 1.29332 1.11663 -0.50413
O1 -0.09035 1.18921 -0.79332
H1 -1.77321 0.97867 0.98916
H2 -2.48392 -0.03255 2.34499
H3 -0.19834 -1.39268 2.06430
H4 1.25053 0.58115 2.93445
H5 2.60014 1.22067 1.14535
H6 1.63247 2.15025 -0.63408
H7 1.96341 0.59410 -1.20270
H8 -0.21665 1.64500 -1.62911
O2 -1.27440 -2.73745 -3.65709
H9 -1.66510 -3.00078 -2.81297
H10 -0.34124 -2.75710 -3.41228

HOMO level ... -8.6 eV
Charge ... 0
SMILES string ... C=C/C=C\CO.O
E ... -346.8697 Eh
Orbital gap ... 0.33767 Eh
Relative energy (zero: lowest compared OMol25 entry of this formula, charge and spin) ... 97.7 kcal/mol